(1)
{
  "formula": "C3H6FNS2",
  "method": "ωB97M-V with the def2-TZVPD basis set",
  "homo_lumo_gap_ev": 8.82,
  "homo_ha": -0.317,
  "smiles": "FC/C(CS)=N\\S",
  "e_above_lowest_kcal_mol": 81.8,
  "elements": ["S", "S", "F", "N", "C", "C", "C", "H", "H", "H", "H", "H", "H"],
  "coordinates": [[-2.532426, -0.606625, -0.713825], [2.322864, -0.303977, -1.032909], [-0.813191, 1.878502, -1.121082], [-1.118469, -0.963243, -0.306230], [-0.166074, -0.180246, 0.009838], [1.142328, -0.698242, 0.270930], [-0.557703, 1.368473, 0.290147], [0.411809, 1.830300, 0.992591], [1.066273, -1.746612, 0.301328], [-1.503747, 1.442889, 1.079807], [-2.815240, -1.890666, -1.283728], [1.294142, -0.445960, 1.474754], [3.269431, 0.315409, 0.038373]],
  "atomic_forces_ev_per_a": [[-5.7, -0.6, -2.3], [2.6, 2.0, 3.2], [0.5, -0.3, 3.8], [6.0, -1.3, 0.7], [-3.7, 2.8, 0.6], [0.7, 0.2, 3.7], [1.5, -1.1, 1.1], [-2.7, -0.5, -2.9], [-0.2, -1.4, 0.0], [2.0, 0.0, -2.8], [-0.1, 1.6, 0.8], [0.7, -0.2, -3.2], [-1.7, -1.2, -2.8]]
}

---

(2)
{
  "formula": "C3H6FP",
  "method": "ωB97M-V with the def2-TZVPD basis set",
  "homo_lumo_gap_ev": [5.82, 5.81],
  "homo_ha": [-0.251, -0.250],
  "e_above_lowest_kcal_mol": 63.8,
  "elements": ["P", "F", "C", "C", "C", "H", "H", "H", "H", "H", "H"],
  "coordinates": [[-2.677094, 0.601644, -0.309691], [-2.982662, -1.020885, -0.580028], [0.681976, 1.116752, 0.780674], [0.481899, -1.024330, -0.529518], [-0.065078, 0.223667, -0.135239], [1.658112, 0.755752, 0.878438], [1.216985, -0.915814, -1.313293], [1.029868, -1.603379, 0.303197], [-0.290242, -1.713060, -0.890976], [0.750991, 2.213437, 0.157381], [0.195241, 1.366211, 1.639057]],
  "atomic_forces_ev_per_a": [[2.9, -1.7, 0.0], [0.2, 1.2, 0.1], [0.3, 2.3, -5.4], [0.3, -2.7, 1.0], [-3.9, 1.9, 1.2], [1.7, -0.3, 0.8], [0.4, 0.3, -0.5], [-0.5, 1.1, -0.8], [0.1, 0.2, -0.2], [-0.2, -2.8, 1.6], [-1.4, 0.5, 2.4]]
}

---

(3)
{
  "formula": "C3H6I2O",
  "method": "ωB97M-V with the def2-TZVPD basis set",
  "homo_lumo_gap_ev": [7.46, 7.45],
  "homo_ha": [-0.315, -0.315],
  "e_above_lowest_kcal_mol": 106.3,
  "elements": ["I", "I", "O", "C", "C", "C", "H", "H", "H", "H", "H", "H"],
  "coordinates": [[2.674417, -1.070342, -0.107424], [1.374098, 2.165479, -0.067254], [-0.573338, -0.442592, -0.708993], [-0.627222, -0.005869, -2.034180], [0.613609, -0.134373, 2.075496], [1.184279, 0.188411, 0.701234], [1.530051, -0.327398, 2.618145], [-0.495548, 1.082971, -2.015847], [0.209356, -0.424382, -2.600436], [-1.748066, -0.308673, -2.355186], [0.107450, 0.857657, 2.376134], [-0.012446, -0.890588, 1.890170]],
  "atomic_forces_ev_per_a": [[-0.6, 0.2, 0.4], [-0.2, -0.8, 0.7], [1.3, -0.1, 1.8], [-1.2, -0.3, 1.5], [2.2, 5.6, -1.4], [-1.1, 0.0, -2.8], [-0.3, -0.4, 0.8], [-0.4, 0.3, -0.6], [-0.4, -0.3, -0.6], [2.6, 0.7, 0.1], [0.6, -1.9, 0.1], [-2.5, -3.1, 0.0]]
}

---

(4)
{
  "formula": "C3H6I3N2",
  "method": "ωB97M-V with the def2-TZVPD basis set",
  "homo_lumo_gap_ev": [7.55, 5.22],
  "homo_ha": [-0.447, -0.439],
  "total_charge": 1,
  "elements": ["I", "I", "I", "N", "N", "C", "C", "C", "H", "H", "H", "H", "H", "H"],
  "coordinates": [[-0.113726, -2.758798, -3.338643], [0.904990, -2.326435, 3.008860], [1.364496, -4.012777, -0.554065], [-1.579160, -1.301495, 1.751210], [0.184034, -2.727782, -1.394441], [-0.233488, -1.227745, 1.633932], [0.277911, -0.238350, 0.805562], [-0.454410, 0.701802, -0.089819], [-2.161827, -0.828700, 1.074570], [-1.590034, 0.462854, -0.038939], [0.151157, 0.464387, -0.971910], [1.415621, -0.090885, 0.664215], [-0.338161, 1.815754, -0.029344], [-2.102770, -1.935151, 2.272185]],
  "atomic_forces_ev_per_a": [[0.0, -0.1, -0.6], [-0.3, 0.5, -0.6], [0.9, -1.1, 0.2], [1.6, 1.0, -1.6], [-0.9, 1.3, 0.4], [-1.8, -0.2, 1.3], [2.9, 1.8, -0.7], [-1.5, -0.7, 0.8], [0.2, 0.2, -0.1], [2.0, 0.6, -1.1], [-1.1, 0.0, -0.9], [-1.9, -0.8, 0.8], [0.2, -1.0, 0.7], [-0.3, -1.5, 1.4]]
}

---

(5)
{
  "formula": "C3H6IN2",
  "method": "ωB97M-V with the def2-TZVPD basis set",
  "homo_lumo_gap_ev": [7.67, 6.45],
  "homo_ha": [-0.478, -0.462],
  "e_above_lowest_kcal_mol": 44.8,
  "total_charge": 1,
  "elements": ["I", "N", "N", "C", "C", "C", "H", "H", "H", "H", "H", "H"],
  "coordinates": [[-3.339205, -0.081974, -0.015718], [0.993740, -0.321319, -0.838226], [-0.043394, 1.152681, 0.407595], [0.195508, -1.106895, 0.067791], [-0.431305, -0.059066, 0.888542], [0.729964, 0.967953, -0.677695], [-0.367134, 2.045769, 0.799293], [-0.474707, -1.697916, -0.314029], [-0.838642, -0.069344, 1.955209], [1.537191, -0.690742, -1.676426], [0.731359, -1.749957, 0.770914], [1.306627, 1.610811, -1.367250]],
  "atomic_forces_ev_per_a": [[0.9, 0.0, 0.3], [0.3, -0.1, -1.9], [0.7, 1.2, -1.2], [3.3, 1.9, 3.6], [-2.9, 0.6, 2.3], [1.5, -0.6, -0.2], [0.3, -0.5, -0.5], [-3.7, -3.2, -2.9], [0.8, -0.4, -1.8], [-1.1, 0.7, 1.7], [0.8, -0.1, -0.3], [-1.0, 0.5, 0.9]]
}

---

(6)
{
  "formula": "C3H6IN2",
  "method": "ωB97M-V with the def2-TZVPD basis set",
  "homo_lumo_gap_ev": [5.91, 5.86],
  "multiplicity": 3,
  "homo_ha": [-0.354, -0.538],
  "e_above_lowest_kcal_mol": 33.1,
  "total_charge": 1,
  "elements": ["I", "N", "N", "C", "C", "C", "H", "H", "H", "H", "H", "H"],
  "coordinates": [[3.987919, -1.859354, -1.571216], [-0.265781, 0.247962, 0.289957], [1.902960, -0.872080, 0.304735], [2.236626, -1.049978, -0.890413], [-1.381361, 0.502563, 0.323478], [-2.614068, 1.223050, 0.451030], [-3.453556, 0.524520, 0.815832], [2.626566, -1.195910, 0.930175], [0.788601, -0.486218, 0.287311], [1.524181, -0.582886, -1.552803], [-2.554893, 2.051169, 1.114044], [-2.797195, 1.497161, -0.502131]],
  "atomic_forces_ev_per_a": [[0.4, 0.2, -0.3], [-1.8, -0.3, -0.6], [0.5, 0.0, 5.3], [-0.6, -0.6, -5.9], [1.1, 1.0, 1.0], [-1.6, -3.1, 2.5], [1.2, 1.0, -0.6], [-1.1, 0.2, 1.3], [1.9, -0.1, 1.4], [0.8, -0.2, -1.5], [0.4, 0.6, 0.5], [-1.2, 1.3, -3.1]]
}

---

(7)
{
  "formula": "C3H6INO",
  "method": "ωB97M-V with the def2-TZVPD basis set",
  "homo_lumo_gap_ev": 6.84,
  "homo_ha": -0.257,
  "e_above_lowest_kcal_mol": 95.3,
  "elements": ["I", "O", "N", "C", "C", "C", "H", "H", "H", "H", "H", "H"],
  "coordinates": [[1.081676, -2.129223, -2.091904], [-0.535283, -1.373658, -1.273161], [-0.705750, 0.725972, 0.433721], [0.443762, 0.545770, 0.282952], [1.822092, 0.531521, 0.201732], [-2.028233, 0.184913, 0.485241], [2.286117, 1.463331, 0.132426], [-2.150309, -0.363607, 1.480310], [-2.651234, 1.080084, 0.257994], [-2.140363, -0.674686, -0.165848], [2.330331, -0.094497, 0.979081], [2.247193, 0.104080, -0.722544]],
  "atomic_forces_ev_per_a": [[-0.6, 0.2, 0.2], [1.1, -0.1, -0.1], [3.5, -1.1, 0.2], [-4.8, 0.2, -0.2], [3.0, -2.1, -0.1], [-0.7, 0.1, 1.2], [0.3, 2.0, 0.6], [-0.1, 1.6, -0.8], [-0.3, -1.3, 0.6], [0.4, 0.4, -1.0], [-0.8, 0.6, -0.3], [-1.0, -0.5, -0.2]]
}

---

(8)
{
  "formula": "C3H6INO2",
  "method": "ωB97M-V with the def2-TZVPD basis set",
  "homo_lumo_gap_ev": 9.71,
  "homo_ha": -0.364,
  "smiles": "CC[C@H](I)[N+](=O)[O-]",
  "e_above_lowest_kcal_mol": 109.5,
  "elements": ["I", "O", "O", "N", "C", "C", "C", "H", "H", "H", "H", "H", "H"],
  "coordinates": [[-2.913590, -0.452096, -0.268538], [-1.643059, 2.255814, -0.415274], [-0.266137, 2.130520, 1.248830], [-0.974515, 1.636947, 0.354269], [0.637039, 0.016881, -0.565139], [1.256494, -1.341397, -0.169284], [-0.960820, 0.201438, 0.364533], [1.856052, -1.474848, 0.842856], [1.103664, 0.836284, -0.124714], [0.390402, -2.061822, -0.005736], [1.794973, -1.750894, -1.017740], [0.392298, 0.107344, -1.655437], [-0.672797, -0.104170, 1.411368]],
  "atomic_forces_ev_per_a": [[1.0, -0.4, 0.1], [-0.2, 0.6, -0.9], [-0.4, 0.0, -1.0], [0.4, 1.3, 2.7], [-3.5, -2.3, 0.8], [-1.1, -1.2, 1.5], [2.6, -1.3, -0.9], [-1.0, 1.0, -2.2], [1.0, 1.4, 0.2], [1.0, 0.7, -0.4], [0.4, 0.0, 0.2], [0.3, 0.0, 1.2], [-0.7, 0.1, -1.3]]
}

---

(9)
{
  "formula": "C3H6INOS",
  "method": "ωB97M-V with the def2-TZVPD basis set",
  "homo_lumo_gap_ev": [8.28, 5.07],
  "homo_ha": [-0.311, -0.269],
  "e_above_lowest_kcal_mol": 80.1,
  "elements": ["I", "S", "O", "N", "C", "C", "C", "H", "H", "H", "H", "H", "H"],
  "coordinates": [[-3.334182, 0.162265, -0.159554], [-4.197456, -1.933920, 0.115877], [-0.540224, 2.618304, -0.105166], [0.477298, 0.471954, -0.148564], [-0.384225, 1.455478, -0.150141], [0.061588, -0.963640, -0.303393], [1.790001, 0.563558, 0.392613], [-0.592565, -1.324223, 0.522961], [0.817819, -1.580209, -0.680984], [-0.701002, -0.942254, -1.185889], [1.850576, -0.125051, 1.351515], [2.625390, -0.018432, -0.181235], [2.126988, 1.616165, 0.531955]],
  "atomic_forces_ev_per_a": [[0.1, 0.4, 0.0], [0.0, -0.1, 0.0], [0.8, 0.9, 0.4], [0.5, -1.7, 0.0], [-1.9, -1.6, -0.8], [-4.5, 2.1, -1.8], [3.3, -1.7, 1.7], [1.2, 0.1, -0.2], [1.5, -0.7, 0.2], [1.3, -0.1, 1.4], [-0.3, 2.0, -1.2], [-1.7, 1.3, 0.1], [-0.4, -0.9, 0.2]]
}

---

(10)
{
  "formula": "C3H6Li2O4",
  "method": "ωB97M-V with the def2-TZVPD basis set",
  "homo_lumo_gap_ev": [6.62, 5.23],
  "homo_ha": [-0.256, -0.214],
  "e_above_lowest_kcal_mol": 207.5,
  "elements": ["O", "O", "O", "O", "C", "C", "C", "Li", "Li", "H", "H", "H", "H", "H", "H"],
  "coordinates": [[-2.303399, 1.299300, 0.231666], [1.326920, -1.337690, -0.172722], [-0.459360, -0.236796, -0.858964], [1.460665, 0.805731, -0.364176], [0.724603, 1.980915, 0.135185], [0.761161, -0.259121, -0.659445], [0.492438, -2.352327, 0.389394], [-2.348143, -0.425515, -0.167864], [-1.535420, 1.445908, -1.366084], [0.237978, 1.414968, 0.946120], [-0.273578, 2.722005, 0.856332], [1.167135, -3.155945, 0.694613], [1.055358, 2.763982, -0.566431], [-0.240635, -2.707328, -0.345639], [-0.065728, -1.958086, 1.248021]],
  "atomic_forces_ev_per_a": [[0.2, -0.6, -1.1], [1.4, -1.1, -0.1], [0.6, -0.4, -1.9], [0.9, -1.3, -2.6], [-0.7, 0.5, 0.0], [-2.2, 0.4, 3.0], [-0.4, -0.2, -0.4], [0.2, 0.8, 0.7], [0.0, 0.3, 1.1], [0.5, 0.8, 1.1], [-0.9, 0.5, -1.2], [-0.2, 0.2, -0.1], [0.0, 0.2, 1.5], [0.3, -0.1, 0.1], [0.3, 0.0, -0.1]]
}

---

(11)
{
  "formula": "C3H6LiMnO5",
  "method": "ωB97M-V with the def2-TZVPD basis set",
  "homo_lumo_gap_ev": [6.34, 8.73],
  "multiplicity": 7,
  "homo_ha": [-0.260, -0.349],
  "e_above_lowest_kcal_mol": 0.0,
  "elements": ["Mn", "O", "O", "O", "O", "O", "C", "C", "C", "Li", "H", "H", "H", "H", "H", "H"],
  "coordinates": [[0.494088, 1.182210, -4.066307], [1.723880, 0.965803, -2.791574], [-2.501175, -1.575816, 1.233344], [-0.723611, -1.363976, 2.599605], [-2.016570, 0.379548, 2.150834], [0.947628, 0.192371, 0.653599], [-1.774789, -0.845433, 1.949367], [0.684181, 0.340476, -0.716514], [1.973210, 0.581226, -1.494301], [-3.612577, 0.027859, 1.005144], [-0.874366, -2.304875, 2.753024], [0.326335, 0.782524, 1.144196], [0.207902, -0.572132, -1.130222], [0.019587, 1.213816, -0.899427], [2.557189, 1.349971, -0.945772], [2.569086, -0.353573, -1.444997]],
  "atomic_forces_ev_per_a": [[-0.9, 0.2, -1.2], [0.7, -0.2, 0.6], [-0.4, -0.1, -0.3], [0.1, -0.1, 0.5], [0.0, 0.0, -0.7], [-0.7, 0.8, 0.8], [-0.5, 0.5, 0.5], [-0.3, 0.3, -0.6], [0.7, -0.1, 1.1], [0.8, -0.3, 0.4], [0.1, 0.0, -0.5], [0.8, -0.9, -0.4], [-0.1, 0.3, 0.2], [0.2, -0.4, 0.0], [-0.2, -0.2, -0.3], [-0.1, 0.4, -0.1]]
}

---

(12)
{
  "formula": "C3H6MnO3",
  "method": "ωB97M-V with the def2-TZVPD basis set",
  "homo_lumo_gap_ev": [7.56, 7.91],
  "multiplicity": 7,
  "homo_ha": [-0.508, -0.527],
  "e_above_lowest_kcal_mol": 39.1,
  "total_charge": 1,
  "elements": ["Mn", "O", "O", "O", "C", "C", "C", "H", "H", "H", "H", "H", "H"],
  "coordinates": [[-0.254310, 2.216858, 0.016391], [-0.689325, 0.322203, -0.040355], [1.542096, 1.702568, 0.028574], [2.821989, -0.142139, 0.253022], [1.734896, 0.402578, -0.187381], [-1.907553, -0.408435, 0.109230], [0.491758, -0.452847, 0.178387], [0.536619, -0.753222, 1.235854], [0.462180, -1.345920, -0.460054], [-2.729885, 0.280709, -0.106468], [-1.992150, -0.789959, 1.135785], [-1.918056, -1.241860, -0.604455], [1.901747, 0.209472, -1.558532]],
  "atomic_forces_ev_per_a": [[0.7, 1.1, 0.0], [-0.5, -0.2, -0.2], [-0.7, 1.7, 0.1], [0.0, -0.2, -0.3], [0.5, -1.5, -2.3], [-0.7, -0.5, 0.1], [0.8, -1.1, -0.1], [0.0, 0.2, -0.3], [-0.1, 0.2, 0.3], [0.1, -0.2, 0.0], [0.0, 0.1, -0.3], [0.0, 0.2, 0.2], [-0.2, 0.3, 2.7]]
}

---

What is the formula in the seventh record? C3H6INO